DFT (the ωB97M-V functional and the def2-TZVPD basis) results for C15H39As2CdN3PS4Si3 as an isolated structure.

Its multiplicity is 1. The net charge is -1. The HOMO-LUMO gap comes out at 6.31 eV. For the strongest force on any atom, the calculation gives 0.0080 Eh/bohr.

```
68
C15H39As2CdN3PS4Si3 | the OMol25 dataset | the ωB97M-V functional and the def2-TZVPD basis
Cd 0.581 2.303 -0.675
S 2.959 6.544 -0.698
As 1.829 4.796 -0.604
S 2.586 3.149 0.706
S -0.248 4.849 0.068
S 1.606 3.650 -2.529
C -4.504 2.490 1.726
N -3.296 1.781 2.128
C -3.514 0.353 1.968
N -3.936 -0.048 0.629
C -5.125 0.728 0.275
N -4.958 2.172 0.370
C -4.025 2.679 -0.638
P -2.323 1.953 -0.487
C -2.148 2.233 1.345
C -2.877 0.194 -0.347
H -4.330 3.565 1.801
H -5.308 2.216 2.416
H -4.297 0.045 2.668
H -2.590 -0.174 2.225
H -5.929 0.441 0.959
H -5.425 0.471 -0.743
H -3.952 3.767 -0.557
H -4.420 2.457 -1.635
H -1.971 3.300 1.511
H -1.243 1.726 1.706
H -1.990 -0.398 -0.088
H -3.222 -0.158 -1.325
C -1.205 -2.695 0.756
Si 0.014 -2.451 -0.658
C 1.013 -4.041 -0.716
C -0.881 -2.282 -2.303
As 1.216 -0.437 -0.329
Si 2.257 -0.743 1.782
C 2.457 -2.581 2.139
C 3.950 0.017 1.928
C 1.057 0.027 2.992
Si 2.896 -0.446 -2.044
C 4.179 0.848 -1.688
C 3.727 -2.127 -2.202
C 1.988 -0.071 -3.636
H -1.713 -3.650 0.596
H -1.976 -1.932 0.829
H -0.696 -2.755 1.715
H 0.299 -4.828 -0.975
H 1.450 -4.297 0.246
H 1.800 -4.047 -1.463
H -1.762 -2.928 -2.313
H -0.237 -2.586 -3.127
H -1.207 -1.262 -2.498
H 2.980 -3.103 1.341
H 1.506 -3.083 2.309
H 3.054 -2.682 3.047
H 4.675 -0.454 1.266
H 4.276 -0.163 2.957
H 3.956 1.087 1.738
H 0.054 -0.396 2.891
H 1.000 1.101 2.810
H 1.390 -0.124 4.021
H 4.643 0.743 -0.712
H 3.750 1.848 -1.739
H 4.955 0.757 -2.453
H 4.049 -2.539 -1.247
H 4.613 -1.997 -2.826
H 3.086 -2.856 -2.695
H 1.575 0.937 -3.607
H 1.183 -0.779 -3.837
H 2.695 -0.117 -4.467
```

DFT (the ωB97M-V functional and the def2-TZVPD basis) results for C15H39Br9N6O2P2 as an isolated structure.

Its multiplicity is 1. The net charge is 0. The relative energy (zero: lowest compared OMol25 entry of this formula, charge and spin) comes out at 0.0 kcal/mol. The HOMO-LUMO gap comes out at 8.12 eV. For the strongest force on any atom, the calculation gives 0.0155 Eh/bohr.

```
73
C15H39Br9N6O2P2 | the OMol25 dataset | the ωB97M-V functional and the def2-TZVPD basis
C 14.207 18.262 9.330
Br 14.391 20.047 10.035
Br 14.381 16.917 10.694
Br 15.452 17.967 7.912
H 13.193 18.175 8.970
C 10.689 16.487 6.797
Br 8.897 16.900 6.282
Br 10.830 15.871 8.604
Br 11.895 17.938 6.463
H 11.026 15.665 6.183
C 9.856 12.960 4.211
Br 11.199 11.567 4.070
Br 10.593 14.623 3.604
Br 9.222 13.054 6.028
H 9.034 12.657 3.582
O 7.563 20.659 1.432
P 8.762 21.260 2.042
N 9.898 21.617 0.890
C 9.390 22.059 -0.400
C 11.285 21.935 1.177
N 9.610 20.347 3.128
C 9.077 20.185 4.476
C 10.310 19.173 2.635
N 8.363 22.616 2.895
C 7.054 23.229 2.764
C 9.383 23.483 3.457
H 10.213 22.435 -1.010
H 8.645 22.855 -0.313
H 8.954 21.230 -0.960
H 11.600 21.424 2.082
H 11.448 23.014 1.291
H 11.922 21.600 0.355
H 9.832 19.768 5.142
H 8.851 21.153 4.924
H 8.172 19.571 4.482
H 11.056 19.425 1.879
H 10.825 18.696 3.469
H 9.635 18.460 2.144
H 6.803 23.773 3.677
H 7.017 23.924 1.916
H 6.295 22.466 2.609
H 10.320 22.942 3.566
H 9.066 23.846 4.438
H 9.550 24.357 2.814
O 14.254 12.971 11.265
P 13.715 11.753 10.637
N 13.181 10.673 11.781
C 12.292 9.572 11.483
C 13.425 10.974 13.181
N 14.803 10.981 9.674
C 15.871 11.777 9.069
C 14.710 9.566 9.354
N 12.374 11.981 9.680
C 12.436 11.998 8.225
C 11.214 12.592 10.298
H 11.803 9.723 10.521
H 11.499 9.519 12.237
H 12.809 8.606 11.473
H 13.460 10.071 13.795
H 12.660 11.632 13.613
H 14.382 11.478 13.294
H 16.107 11.348 8.094
H 15.579 12.821 8.985
H 16.774 11.757 9.687
H 15.031 8.937 10.185
H 13.705 9.306 9.016
H 15.375 9.381 8.508
H 12.041 11.062 7.807
H 11.803 12.799 7.841
H 13.454 12.138 7.871
H 11.323 13.676 10.394
H 11.092 12.203 11.311
H 10.335 12.329 9.705
```

What did the second record say?
DFT (the ωB97M-V functional and the def2-TZVPD basis) results for C15H39Br9N6O2P2 as an isolated structure.

Its multiplicity is 1. The net charge is 0. The relative energy (zero: lowest compared OMol25 entry of this formula, charge and spin) comes out at 0.0 kcal/mol. The HOMO-LUMO gap comes out at 8.12 eV. For the strongest force on any atom, the calculation gives 0.0155 Eh/bohr.

```
73
C15H39Br9N6O2P2 | the OMol25 dataset | the ωB97M-V functional and the def2-TZVPD basis
C 14.207 18.262 9.330
Br 14.391 20.047 10.035
Br 14.381 16.917 10.694
Br 15.452 17.967 7.912
H 13.193 18.175 8.970
C 10.689 16.487 6.797
Br 8.897 16.900 6.282
Br 10.830 15.871 8.604
Br 11.895 17.938 6.463
H 11.026 15.665 6.183
C 9.856 12.960 4.211
Br 11.199 11.567 4.070
Br 10.593 14.623 3.604
Br 9.222 13.054 6.028
H 9.034 12.657 3.582
O 7.563 20.659 1.432
P 8.762 21.260 2.042
N 9.898 21.617 0.890
C 9.390 22.059 -0.400
C 11.285 21.935 1.177
N 9.610 20.347 3.128
C 9.077 20.185 4.476
C 10.310 19.173 2.635
N 8.363 22.616 2.895
C 7.054 23.229 2.764
C 9.383 23.483 3.457
H 10.213 22.435 -1.010
H 8.645 22.855 -0.313
H 8.954 21.230 -0.960
H 11.600 21.424 2.082
H 11.448 23.014 1.291
H 11.922 21.600 0.355
H 9.832 19.768 5.142
H 8.851 21.153 4.924
H 8.172 19.571 4.482
H 11.056 19.425 1.879
H 10.825 18.696 3.469
H 9.635 18.460 2.144
H 6.803 23.773 3.677
H 7.017 23.924 1.916
H 6.295 22.466 2.609
H 10.320 22.942 3.566
H 9.066 23.846 4.438
H 9.550 24.357 2.814
O 14.254 12.971 11.265
P 13.715 11.753 10.637
N 13.181 10.673 11.781
C 12.292 9.572 11.483
C 13.425 10.974 13.181
N 14.803 10.981 9.674
C 15.871 11.777 9.069
C 14.710 9.566 9.354
N 12.374 11.981 9.680
C 12.436 11.998 8.225
C 11.214 12.592 10.298
H 11.803 9.723 10.521
H 11.499 9.519 12.237
H 12.809 8.606 11.473
H 13.460 10.071 13.795
H 12.660 11.632 13.613
H 14.382 11.478 13.294
H 16.107 11.348 8.094
H 15.579 12.821 8.985
H 16.774 11.757 9.687
H 15.031 8.937 10.185
H 13.705 9.306 9.016
H 15.375 9.381 8.508
H 12.041 11.062 7.807
H 11.803 12.799 7.841
H 13.454 12.138 7.871
H 11.323 13.676 10.394
H 11.092 12.203 11.311
H 10.335 12.329 9.705
```

Q: What is the net charge in the second record?
A: 0

Q: Which of these has the highest net charge?
A: C15H39Br9N6O2P2

Q: What is the strongest force on any atom in the first record?
A: 0.0080 Eh/bohr